{
  "formula": "C28H21Br2N3O4S5Ta",
  "method": "ωB97M-V/def2-TZVPD",
  "total_charge": -1,
  "energy_ev": -237852.8128,
  "lumo_energy_ha": 0.0461,
  "relative_energy_kcal_mol": 74.30,
  "homo_lumo_gap_ev": 5.36,
  "mol_weight_g_mol": 964.6,
  "fmax_ev_per_a": 5.00,
  "elements": ["Ta", "S", "S", "S", "S", "C", "C", "C", "C", "C", "C", "N", "N", "C", "C", "C", "C", "C", "C", "H", "H", "H", "H", "H", "H", "H", "H", "H", "Br", "C", "C", "C", "Br", "C", "C", "C", "C", "N", "C", "C", "O", "H", "H", "H", "H", "C", "C", "C", "C", "C", "C", "H", "H", "H", "H", "H", "C", "S", "O", "O", "O", "H", "H", "H"],
  "positions_angstrom": [[-0.76231, -1.27787, -0.87972], [-0.80765, -3.91830, -0.05631], [-2.29735, -4.83862, -1.04443], [-3.88933, -3.49585, -0.87030], [-3.25230, -1.96964, -2.01559], [1.20036, 2.69419, 3.54012], [1.31798, 3.40453, 2.35443], [0.67594, 2.95915, 1.22025], [-0.10128, 1.79075, 1.25058], [-0.25558, 1.10818, 2.46062], [0.39959, 1.56246, 3.58923], [-0.65526, 1.26964, 0.08988], [-0.71245, 2.09342, -0.87777], [-1.10854, 1.64680, -2.10044], [-1.23939, 2.65113, -3.07790], [-1.62313, 2.32670, -4.35461], [-1.88572, 0.99641, -4.65803], [-1.72960, 0.01493, -3.69322], [-1.33757, 0.28322, -2.38293], [1.71756, 3.03057, 4.42729], [1.91162, 4.30933, 2.32097], [0.76010, 3.48851, 0.28316], [-0.90309, 0.24443, 2.49533], [0.28579, 1.03062, 4.52198], [-1.03625, 3.67205, -2.79400], [-1.71733, 3.08849, -5.11599], [-2.21307, 0.72719, -5.65311], [-1.93922, -1.00760, -3.97946], [0.65883, -2.80656, 3.48805], [1.78020, -1.59438, 2.58204], [2.97524, -1.21619, 3.17846], [3.78295, -0.30329, 2.55346], [5.38435, 0.22418, 3.43098], [3.43682, 0.26674, 1.31520], [4.21443, 1.19533, 0.59594], [3.73803, 1.71350, -0.57994], [2.47331, 1.30708, -1.03369], [1.74729, 0.42193, -0.40611], [2.19667, -0.11140, 0.73445], [1.33680, -1.07303, 1.36647], [0.22007, -1.40527, 0.83979], [3.24908, -1.64025, 4.13294], [5.18531, 1.48367, 0.97543], [4.31603, 2.42301, -1.15718], [2.03654, 1.70381, -1.94039], [-4.51840, -0.69664, 2.58151], [-4.44897, 0.14836, 1.48752], [-3.43003, 0.01172, 0.55954], [-2.42747, -0.95471, 0.68287], [-2.52285, -1.77546, 1.80916], [-3.53688, -1.65480, 2.74606], [-5.33731, -0.62229, 3.28249], [-5.19826, 0.91513, 1.35017], [-3.42448, 0.66334, -0.30478], [-1.79759, -2.56414, 1.95243], [-3.55289, -2.31983, 3.59827], [2.03095, -2.96239, -3.74949], [1.19400, -1.97464, -2.47947], [1.32182, -0.59626, -2.88537], [-0.22116, -2.38812, -2.53462], [1.77716, -2.29776, -1.19748], [1.51717, -2.77252, -4.68259], [1.98375, -4.01189, -3.49039], [3.05698, -2.62087, -3.80173]],
  "mulliken_charge": [-0.452, -0.022, -0.117, -0.151, -0.077, -0.515, -0.745, -0.215, -0.153, 0.374, -0.749, 0.947, -0.813, -0.648, -0.214, -0.639, -0.962, -0.572, 1.090, 0.416, 0.404, 0.449, 0.060, 0.436, 0.449, 0.378, 0.420, 0.461, -0.137, 0.170, -0.487, 0.175, -0.275, 0.886, -1.029, -1.307, -0.449, 1.004, 0.010, -0.034, -0.045, 0.472, 0.347, 0.423, 0.443, -0.542, -0.746, -0.084, 0.851, 0.099, -0.680, 0.354, 0.386, 0.226, 0.182, 0.401, -1.301, 1.205, -0.546, -0.421, -0.533, 0.371, 0.369, 0.400]
}